(1)
DFT (wB97M-V/def2-TZVPD) results for 2 unconnected molecules or ions with the total composition C24H22N3 in a non-equilibrium geometry.

Last column: Mulliken charge in e.
Geometry (Å):
C (-3.30078, -3.02173, 2.83101)  -0.8790
N (-2.22313, -2.00993, 2.72012)  0.1337
C (-0.90534, -2.18865, 3.05292)  -0.8513
C (-0.19203, -0.94512, 3.05297)  0.4545
C (1.13269, -0.63000, 3.52652)  -0.6557
C (2.33705, -0.21657, 2.83038)  0.6165
C (2.26792, 0.25002, 1.49390)  0.1918
C (3.35009, 0.81979, 0.83119)  -0.5293
C (4.58286, 0.94321, 1.48947)  -0.2932
C (4.77657, 0.24147, 2.68552)  -0.6162
C (3.68292, -0.35276, 3.31893)  -0.4740
C (-1.19932, 0.01984, 2.59193)  0.9106
C (-1.23555, 1.39564, 2.72993)  -0.4049
C (-2.46627, 2.06313, 2.70588)  -0.6113
C (-3.67667, 1.38286, 2.48707)  -0.6890
C (-3.65284, -0.01300, 2.26923)  -0.8564
C (-2.42714, -0.66652, 2.37969)  0.2956
H (-4.29770, -2.56994, 2.69209)  0.2859
H (-3.16382, -3.82676, 2.09377)  0.3301
H (-3.29011, -3.50105, 3.81888)  0.3576
H (-0.55400, -3.18101, 3.30064)  0.4935
H (1.34615, -0.84853, 4.59021)  0.4195
H (1.27583, 0.22599, 1.05796)  0.3055
H (3.22517, 1.21557, -0.18251)  0.3497
H (5.39580, 1.52129, 1.05111)  0.4399
H (5.78977, 0.22082, 3.11238)  0.3833
H (3.84488, -0.91342, 4.23126)  0.4149
H (-0.28600, 1.90430, 2.85813)  0.3214
H (-2.47894, 3.13780, 2.85730)  0.4233
H (-4.64195, 1.90943, 2.48574)  0.3719
H (-4.53209, -0.62694, 2.04934)  0.3157
C (2.11429, 6.74014, 2.21610)  -0.8809
N (1.73372, 5.45283, 1.57027)  0.0858
C (1.96218, 4.17903, 2.04670)  -0.5321
N (1.23917, 3.24134, 1.41082)  -0.1202
C (0.49817, 3.91678, 0.44464)  0.2873
C (0.77276, 5.30882, 0.55322)  1.0191
C (0.13928, 6.27664, -0.21176)  -0.9313
C (-0.80934, 5.83569, -1.16331)  -0.5642
C (-1.12777, 4.46157, -1.24979)  -0.6956
C (-0.46459, 3.49196, -0.47710)  -0.4216
H (1.78264, 7.58907, 1.60086)  0.2759
H (1.64749, 6.79911, 3.21232)  0.3377
H (3.19352, 6.86101, 2.38395)  0.3082
H (2.65188, 3.99507, 2.86373)  0.4747
H (0.39118, 7.34066, -0.09805)  0.2324
H (-1.30205, 6.54842, -1.84350)  0.3707
H (-1.89883, 4.13121, -1.94645)  0.3752
H (-0.63632, 2.41912, -0.55753)  0.4239

Values from the calculation:
Total charge   +1
Spin multiplicity   1
ΔE to the lowest compared entry with this formula, charge and spin   38.9 kcal/mol
Highest occupied orbital energy   -10.6 eV

(2)
DFT (wB97M-V/def2-TZVPD) results for C5H8O2 in the gas phase.

Last column: Mulliken charge in e.
Geometry (Å):
C (-0.32919, -0.59091, -1.55492)  -1.6607
C (-0.62227, 0.19837, -0.28214)  0.3222
C (-0.53657, -0.60201, 0.99429)  0.1645
O (0.87419, -0.50833, 1.26442)  -0.4432
C (-0.21053, 0.30700, 2.11232)  -0.9129
C (0.52719, 1.12789, 0.12893)  -0.0926
O (1.67049, 1.16912, -0.50431)  -0.4452
H (-1.18976, -1.21891, -1.80301)  0.3956
H (0.52362, -1.26884, -1.41719)  0.4297
H (-0.13543, 0.05889, -2.41604)  0.3449
H (-1.54453, 0.78389, -0.38592)  0.4167
H (-0.95676, -1.60877, 1.06577)  0.4214
H (-0.25531, -0.23865, 3.06680)  0.1699
H (0.33138, 2.06098, 0.63392)  0.4922
H (1.86019, 0.30108, -0.90138)  0.3977

Values from the calculation:
Total charge   0
Spin multiplicity   1
ΔE to the lowest compared entry with this formula, charge and spin   141.5 kcal/mol
Highest occupied orbital energy   -7.3 eV

(3)
DFT (wB97M-V/def2-TZVPD) results for C4H9NO in the gas phase.

Last column: Mulliken charge in e.
Geometry (Å):
O (-2.26999, 0.35625, -0.55979)  -0.5391
C (-1.83478, -0.12628, 0.68547)  -0.4617
C (-0.30521, 0.00608, 0.83661)  -0.3509
N (0.32658, -0.21750, -0.46538)  -0.2783
C (1.34712, 0.72696, -0.89436)  -0.5451
C (1.70575, -0.66093, -0.51166)  -0.3533
H (-1.61457, 0.01220, -1.19099)  0.3752
H (-2.12980, -1.17907, 0.82852)  0.2376
H (-2.34125, 0.45741, 1.46484)  0.3070
H (-0.05065, 1.00405, 1.21737)  0.3085
H (0.05892, -0.73651, 1.55759)  0.3234
H (1.30703, 1.03965, -1.93538)  0.2317
H (1.62828, 1.51839, -0.19655)  0.2276
H (2.23780, -0.79270, 0.43209)  0.2653
H (1.93477, -1.40801, -1.26838)  0.2519

Values from the calculation:
Total charge   0
Spin multiplicity   1
ΔE to the lowest compared entry with this formula, charge and spin   56.1 kcal/mol
SMILES   OCCN1CC1
Highest occupied orbital energy   -9.5 eV

(4)
DFT (wB97M-V/def2-TZVPD) results for 2 unconnected molecules or ions with the total composition C2H5O.

Last column: Mulliken charge in e.
Geometry (Å):
O (-0.23861, 2.50307, 0.48715)  -1.1426
H (-1.14874, 2.71810, 0.75133)  0.1323
C (0.62170, -1.31922, 0.06416)  -0.5662
C (-0.17855, -0.43906, -0.52562)  -0.3304
H (0.92514, -1.12093, 1.08482)  0.2377
H (0.97436, -2.28275, -0.28398)  0.2512
H (-0.39239, 0.52691, -0.04709)  0.2109
H (-0.56292, -0.58613, -1.53077)  0.2070

Values from the calculation:
Total charge   -1
Spin multiplicity   1
ΔE to the lowest compared entry with this formula, charge and spin   18.0 kcal/mol
Highest occupied orbital energy   -2.3 eV

(5)
DFT (wB97M-V/def2-TZVPD) results for 2 unconnected molecules or ions with the total composition CH4NO3P in a non-equilibrium geometry.

Last column: Mulliken charge in e.
Geometry (Å):
N (-1.46018, -0.61201, 1.11310)  -0.3799
O (-0.24139, -1.08969, 0.64996)  -0.1446
P (1.28872, -0.57861, 0.91755)  0.3650
O (2.11045, -1.52591, 0.27622)  -0.3770
H (-2.16298, -1.38773, 0.91083)  0.2665
H (-1.26224, -0.32549, 2.07424)  0.2555
C (0.45987, 1.37844, -1.51416)  0.1051
O (0.33935, 2.15658, -2.42624)  -0.3831
H (0.21881, 0.36308, -1.50522)  0.1873
H (0.70958, 1.62135, -0.49627)  0.1052

Values from the calculation:
Total charge   0
Spin multiplicity   1
ΔE to the lowest compared entry with this formula, charge and spin   97.2 kcal/mol
SMILES   NOP=O.C=O
Highest occupied orbital energy   -10.1 eV

(6)
DFT (wB97M-V/def2-TZVPD) results for C15H21N3O in the gas phase in a non-equilibrium geometry.

Last column: Mulliken charge in e.
Geometry (Å):
C (0.57623, 3.27656, -2.78183)  -1.3085
C (-0.03495, 2.24692, -1.84149)  -0.1690
C (1.04569, 1.36737, -1.19950)  -1.2222
C (0.42180, 0.34766, -0.29340)  -0.5039
N (0.13297, -0.80176, -0.89353)  -0.3066
C (-0.47010, -1.78042, -0.22886)  0.1790
N (-0.74666, -2.93224, -0.87949)  -0.1447
C (-0.57403, -3.13535, -2.30178)  -0.6758
C (0.90281, -3.16879, -2.73840)  -0.5142
O (1.39444, -1.90261, -3.06569)  -0.6222
C (-0.81468, -1.61910, 1.13578)  0.0962
C (-1.45987, -2.66913, 1.80771)  -0.3677
N (-1.98906, -3.55471, 2.31569)  -0.5847
C (-0.50762, -0.41501, 1.77655)  0.9764
C (0.12993, 0.59336, 1.05313)  1.1456
C (0.47222, 1.90985, 1.69767)  -0.3739
C (0.42826, 1.84813, 3.22107)  -1.0924
C (-0.86912, 1.19215, 3.67200)  -0.9438
C (-0.86701, -0.26415, 3.22602)  -0.8461
H (-0.20144, 3.88637, -3.23556)  0.3707
H (1.13311, 2.78281, -3.57456)  0.3356
H (1.25579, 3.93286, -2.24211)  0.3260
H (-0.60574, 2.75568, -1.06168)  0.2310
H (-0.72390, 1.60671, -2.39545)  0.2960
H (1.58559, 0.84704, -1.99229)  0.4826
H (1.74999, 1.99723, -0.65601)  0.3200
H (-1.17541, -3.66675, -0.34027)  0.2316
H (-1.05659, -4.07922, -2.55479)  0.4101
H (-1.06765, -2.32493, -2.85054)  0.2906
H (1.00529, -3.78139, -3.63840)  0.3583
H (1.50081, -3.62857, -1.93521)  0.2200
H (1.07825, -1.29524, -2.36266)  0.4794
H (1.46658, 2.23020, 1.37946)  0.3328
H (-0.23831, 2.66652, 1.34895)  0.2730
H (0.51179, 2.85738, 3.62830)  0.4020
H (1.27474, 1.26526, 3.59154)  0.3864
H (-0.97275, 1.24482, 4.75687)  0.3629
H (-1.71769, 1.71573, 3.22584)  0.3372
H (-1.84007, -0.72702, 3.40986)  0.4838
H (-0.13362, -0.82422, 3.81707)  0.3485

Values from the calculation:
Total charge   0
Spin multiplicity   1
ΔE to the lowest compared entry with this formula, charge and spin   15.7 kcal/mol
SMILES   CCCc1nc(NCCO)c(C#N)c2c1CCCC2
Highest occupied orbital energy   -8.3 eV